1.
11 unconnected molecules or ions with the total composition C5H33N2O10 at a distorted geometry. Source: the Open Molecules 2025 dataset; level of theory: wB97M-V/def2-TZVPD.

Each line ends with the Löwdin spin population.
Positions of all 50 atoms, in Å:
C: 0.1390 -0.6014 3.8482  0.006
C: 0.2033 -0.7830 2.3439  0.008
C: -0.8303 -0.0424 1.5156  0.009
C: -0.5716 -0.2824 0.0741  0.016
C: -0.6813 0.6164 -0.9125  0.043
N: -0.6056 0.3608 -2.2468  0.042
N: 1.6475 -0.4996 1.9217  0.013
H: 0.0097 0.4078 4.2460  0.001
H: 1.0624 -0.9070 4.3417  0.002
H: -0.7360 -1.1272 4.2094  0.000
H: 0.1453 -1.8670 2.1197  0.001
H: -0.8665 0.9901 1.8820  0.004
H: -1.7852 -0.4299 1.8948  0.001
H: -0.5972 -1.3369 -0.1769  0.003
H: -0.9424 1.6496 -0.7286  0.010
H: -0.5648 -0.5977 -2.5674  0.014
H: -0.4402 1.1067 -2.8916  0.050
H: 2.0303 -0.8683 1.0232  0.009
H: 2.1740 -0.9797 2.6254  0.009
H: 1.7796 0.5238 1.7748  0.008
H: 3.5727 -2.6816 -0.1571  0.010
H: 2.3580 -2.2426 -0.9750  0.009
O: 2.9282 -1.9604 -0.2220  0.055
H: -0.7170 3.5414 0.0864  0.006
H: -1.9238 4.5433 -0.0999  0.005
O: -1.6191 3.7754 0.3970  0.023
H: 1.1367 -4.2327 1.8086  0.004
H: 1.0289 -3.5058 0.5140  0.007
O: 0.9112 -3.3650 1.4586  0.018
H: 0.9180 -3.1634 -2.7387  0.008
H: -0.0145 -2.6635 -1.6429  0.003
O: 0.9374 -2.6299 -1.9400  0.042
H: 1.4399 3.2274 -1.4204  0.027
H: 1.4724 4.5833 -0.7685  0.021
O: 0.9333 3.7795 -0.7789  0.068
H: 1.5245 2.5055 -3.6069  0.065
H: 2.5123 1.5010 -2.8523  0.082
O: 2.2771 2.4338 -2.9956  0.136
H: -2.7461 1.8596 0.1324  0.002
H: -4.1585 1.4630 0.6210  0.001
O: -3.4134 1.1551 0.1010  0.006
H: -2.0664 -3.3885 -2.7395  0.002
H: -2.2532 -2.0795 -1.8504  0.001
O: -1.6233 -2.8026 -2.1208  0.010
H: 1.3218 2.7568 0.7295  0.013
H: 2.5149 1.9089 0.2451  0.055
O: 2.0091 2.1411 1.0438  0.066
H: -3.6663 -0.2454 -2.1165  0.003
H: -2.8361 -0.5830 -0.8291  0.001
O: -3.3287 -0.9637 -1.5800  0.006

Atomic forces in eV per Å
C -0.180 0.646 0.299
C 0.729 -1.085 -0.352
C 0.299 0.293 1.324
C -1.129 -0.070 -0.148
C 0.081 0.064 -0.479
N -0.418 -0.586 0.292
N -0.731 0.572 -0.997
H -0.058 0.382 -0.653
H -0.194 -0.649 0.064
H 0.080 -0.463 0.283
H -0.406 1.028 0.383
H 0.222 0.252 -0.665
H -0.116 -0.202 -0.410
H 0.506 -0.083 -0.114
H 0.512 0.123 0.327
H 0.334 0.318 -0.107
H 0.055 0.121 -0.215
H -0.846 -0.586 0.067
H 0.916 0.396 0.467
H 0.347 0.195 0.698
H -0.019 0.365 0.163
H -0.047 0.436 0.188
O 0.149 -0.491 -0.342
H -0.552 0.800 -0.158
H 0.367 -0.161 -0.091
O 0.020 -0.662 0.214
H -0.065 -0.060 0.296
H 0.065 0.356 -0.399
O 0.260 -1.078 -0.107
H 0.133 0.000 -0.154
H 0.795 -0.068 -0.653
O -0.421 -0.181 0.609
H -0.238 -0.172 -0.227
H -0.210 0.147 0.190
O 0.348 0.094 -0.399
H 0.038 -0.435 -0.146
H -0.265 -0.189 -0.218
O 0.187 0.741 0.588
H -0.292 0.180 0.181
H -0.023 0.136 0.063
O 0.142 0.163 0.009
H -0.132 0.123 0.099
H -0.197 -0.490 -0.711
O -0.030 0.005 0.334
H 0.394 -0.092 -0.154
H -0.090 0.153 -0.012
O 0.089 -0.435 0.475
H 0.213 0.292 0.149
H -0.578 0.546 -0.273
O -0.041 -0.689 0.427

Properties
* E_tot: -29173.17644 eV
* total charge: 0
* 2S+1: 2
* LUMO level (alpha / beta): 0.190 / 0.099 eV
* ΔE to the lowest compared entry with this formula, charge and spin: 0.671 eV
* maximum force: 1.39 eV Å⁻¹
* gap between HOMO and LUMO (alpha / beta): 2.46 / 8.06 eV
* HOMO level (alpha / beta): -2.27 / -7.96 eV

***

2.
A single C2H6O2 molecule at a distorted geometry. Source: the Open Molecules 2025 dataset; level of theory: wB97M-V/def2-TZVPD.

Each line ends with the natural charge from an NBO analysis.
Positions of all 10 atoms, in Å:
O: -1.3971 -0.5735 0.0794  -0.730
C: -0.6761 0.5778 -0.3354  -0.094
C: 0.7387 0.5527 0.3276  -0.088
O: 1.4185 -0.5624 -0.1843  -0.714
H: -1.6933 -0.4589 1.0065  0.469
H: -0.5389 0.4981 -1.4497  0.190
H: -1.1751 1.5544 -0.1026  0.162
H: 0.6562 0.5872 1.4140  0.151
H: 1.3412 1.4491 0.0538  0.180
H: 0.8629 -1.3264 -0.0354  0.473

Atomic forces in eV per Å
O -0.426 0.188 0.612
C 1.067 0.926 -0.032
C -0.619 0.928 -1.384
O 0.680 -0.009 0.343
H 0.297 -0.010 -0.819
H -0.207 0.048 1.128
H 0.050 -0.846 -0.130
H -0.083 -0.361 0.269
H -0.503 -0.527 -0.022
H -0.255 -0.336 0.034

Properties
* structure (SMILES): OCCO
* E_tot: -6265.59760 eV
* total charge: 0
* LUMO level: 0.838 eV
* ΔE to the lowest compared entry with this formula, charge and spin: 0.657 eV
* maximum force: 1.78 eV Å⁻¹
* gap between HOMO and LUMO: 10.90 eV
* HOMO level: -10.06 eV

***

- total charge of number 1 (C5H33N2O10)?
  0

***

- What is the total charge in the second record?
  0